[1]
ORCA calculation (ωB97M-V with the def2-TZVPD basis set) on an isolated molecule of C3H8N4 in a non-equilibrium geometry.

Geometry as XYZ:
```
15
Properties=species:S:1:pos:R:3:forces:R:3
H 3.0588 -1.1754 0.4383 -3.119 -0.285 -2.093
N 2.0523 -1.0145 -0.0830 2.812 -0.462 1.469
C 2.0387 0.2543 -0.0967 -0.525 2.586 2.011
N 0.9258 1.1976 -0.2611 1.413 -0.993 0.092
C -0.4838 0.8244 -0.0671 -0.021 5.387 1.097
C -0.7694 -0.6657 -0.0059 0.654 -0.157 -2.666
N -2.2131 -0.9558 -0.1757 0.324 -2.011 -0.342
N -1.2288 1.9454 0.0204 2.757 -3.731 -0.402
H -2.1994 1.7751 0.1910 -0.683 -0.641 -0.010
H 2.9442 0.7271 0.3763 -0.965 0.591 -1.035
H 1.2227 2.2529 -0.2285 -1.332 -3.025 0.010
H -0.4461 -1.2667 0.8813 0.812 1.101 -0.921
H -0.1197 -0.8983 -1.0058 -1.768 -0.565 2.482
H -2.5256 -1.1263 0.8234 -0.088 -0.301 -2.045
H -2.2566 -1.8740 -0.8067 -0.270 2.503 2.352
```
Forces are in eV/Å.

**Charge**: 0
**Energy above the lowest of the compared OMol25 structures with the same formula, charge and spin**: 71.6 kcal per mole
**SMILES string**: [H]/N=C/N/C(CN)=N/[H]
**LUMO energy**: 0.8 eV
**HOMO energy**: -8.97 eV

---

[2]
ORCA calculation (ωB97M-V with the def2-TZVPD basis set) on a structure of composition C4H6N3 in a non-equilibrium geometry.

Geometry as XYZ:
```
13
Properties=species:S:1:pos:R:3:forces:R:3
C -4.4281 -0.2890 0.3026 1.528 -0.926 -1.276
C -3.2337 -0.1041 0.1175 -3.666 0.192 1.032
C -1.9662 0.1755 -0.1007 4.139 0.128 -0.796
C 1.7413 1.1705 0.4366 -0.732 0.152 0.629
N -0.8066 0.2124 -0.2975 -0.873 0.020 0.591
N 1.4574 0.2895 -0.4490 1.472 0.795 1.100
N 0.3022 -0.2123 -0.8457 -0.842 -1.114 -1.445
H -5.3677 -0.7983 0.1314 -0.030 0.653 0.644
H 0.8711 1.5979 0.9534 0.812 0.243 -0.055
H 2.7969 1.3120 0.6889 -0.608 0.221 -0.100
H 3.3556 -1.7890 0.2198 -1.073 1.221 -1.685
H 2.3233 -0.1991 -0.7947 -1.785 0.448 -0.459
H 2.9546 -1.3659 -0.3626 1.658 -2.031 1.821
```
Forces are in eV/Å.

**Charge**: +1
**Energy above the lowest of the compared OMol25 structures with the same formula, charge and spin**: 177.2 kcal per mole
**LUMO energy**: -5.3 eV
**HOMO energy**: -13.25 eV

---

[3]
ORCA calculation (ωB97M-V with the def2-TZVPD basis set) on a cluster of 2 separate species, C13H21NO in total in a non-equilibrium geometry.

Geometry as XYZ:
```
36
Properties=species:S:1:pos:R:3:forces:R:3
C 3.4807 -3.0492 -1.5622 -2.141 2.001 2.690
C 3.6756 -1.5270 -1.6755 -0.699 3.342 -1.700
N 2.8634 -0.5165 -0.8021 -0.826 -3.818 5.023
C 3.0727 -1.0838 0.6817 -1.952 0.352 -2.954
C 2.8340 0.8751 -0.8762 4.926 -5.204 -4.269
C 2.4671 1.8071 0.2261 -1.499 1.310 1.478
O 3.4798 1.0427 -1.9642 -1.958 4.323 1.389
H 3.0588 -3.4628 -0.5535 1.051 0.418 -2.390
H 4.3769 -3.3854 -1.8999 3.488 -1.422 0.509
H 3.0298 -3.3639 -2.4393 -2.627 -0.693 -1.165
H 4.6425 -1.1902 -1.3573 1.054 -0.390 -0.112
H 3.6178 -1.2204 -2.8102 -0.127 -0.463 2.342
H 3.7693 -0.5157 1.2837 0.651 -0.479 -0.147
H 2.1045 -0.8864 1.0015 -1.720 0.562 1.634
H 3.0174 -2.1880 0.6421 1.157 0.964 0.352
H 1.9789 2.6535 -0.3359 0.832 -0.329 0.984
H 1.7625 1.5409 1.1072 0.592 -0.478 -2.100
H 3.3208 2.1080 0.8945 -0.181 0.050 -1.527
C -5.2825 -0.9657 -0.2998 -2.646 0.341 -0.683
C -4.1860 -1.2672 0.6299 1.800 -0.623 1.946
C -3.3117 -0.0451 0.8671 1.731 0.035 1.281
C -1.9615 -0.1514 0.4097 -2.082 -1.976 -0.481
C -1.1042 0.8757 0.4523 2.705 3.283 0.140
C -1.3919 2.1196 1.1221 -1.389 -3.863 -1.018
C -2.6655 2.0655 1.7606 2.253 5.489 0.680
C -3.6127 1.0943 1.6734 -0.178 -2.130 -2.156
H -5.9502 -1.8203 -0.5860 0.471 0.551 0.748
H -4.9471 -0.6185 -1.2589 0.510 0.417 -0.426
H -5.9165 -0.1247 0.1363 0.568 -1.128 -0.587
H -4.5599 -1.6604 1.6165 0.138 0.456 -0.836
H -3.4209 -2.0217 0.3109 -1.167 0.248 -0.198
H -1.6021 -1.1009 -0.0617 -0.603 0.904 0.300
H -0.1238 0.7920 -0.0802 -0.892 -0.105 0.565
H -0.6648 2.9234 0.9992 -0.664 0.057 0.645
H -2.8340 3.1086 2.2534 -0.504 -2.170 -0.432
H -4.6266 1.2188 2.0107 -0.071 0.169 0.477
```
Forces are in eV/Å.

**Charge**: 0
**Energy above the lowest of the compared OMol25 structures with the same formula, charge and spin**: 111.6 kcal per mole
**SMILES string**: CCN(C)C(C)=O.CCc1ccccc1
**LUMO energy**: 0.7 eV
**HOMO energy**: -8.42 eV

---

[4]
ORCA calculation (ωB97M-V with the def2-TZVPD basis set) on a cluster of 2 separate species, C10H20N2Si in total in a non-equilibrium geometry.

Geometry as XYZ:
```
33
Properties=species:S:1:pos:R:3:forces:R:3
C -0.1773 -2.0406 0.4806 2.043 0.651 0.141
C 0.8185 -1.3561 0.5950 -1.510 -1.645 0.515
C -1.2728 0.0192 -1.7313 -0.609 -0.686 -0.285
C 3.2261 -1.7389 0.6830 -0.089 0.735 -1.485
C 2.1314 -0.0031 2.1860 -0.704 1.634 -2.133
C 2.2290 0.2838 -0.3748 0.816 -0.787 0.742
C -3.0377 -0.3039 0.4832 0.347 -0.310 -0.829
C -3.3398 2.0907 -1.4233 -1.230 1.397 0.380
C -0.8967 1.9941 0.6026 -0.351 -0.476 -0.225
C 2.0964 -0.6994 0.7907 0.958 -0.512 0.253
N -0.7093 -0.8088 -2.3667 -1.235 2.855 2.168
N 0.2926 -1.2005 -2.9421 2.557 -1.129 -1.693
Si -2.1614 1.0671 -0.4289 -0.001 -1.306 -0.027
H -0.7731 -2.8862 0.2927 -0.757 -0.146 -0.062
H 3.2146 -2.3620 1.5644 0.465 -0.463 -0.107
H 3.1604 -2.2476 -0.2947 -0.514 -0.551 0.677
H 4.1491 -1.1866 0.4628 0.154 -0.050 1.091
H 3.0194 0.6693 2.2370 -0.714 -0.404 0.122
H 1.1724 0.5681 2.1549 0.953 0.147 0.605
H 2.0681 -0.6396 3.0281 0.180 -0.956 0.670
H 1.8435 -0.1843 -1.2753 -0.183 0.374 -0.213
H 1.7066 1.1102 0.0081 -0.825 1.560 -0.588
H 3.2689 0.5625 -0.5043 0.209 0.133 -0.103
H -3.6990 -0.7728 -0.2322 -0.693 0.201 -0.340
H -2.3620 -1.1294 0.6403 0.502 0.055 0.640
H -3.5841 -0.0701 1.3665 -0.377 0.249 0.736
H -3.5394 3.1527 -1.0520 0.508 -1.337 -0.582
H -2.8604 2.0810 -2.3849 0.277 0.670 -0.628
H -4.3402 1.6653 -1.6525 0.599 -0.101 0.565
H -0.5699 2.8871 0.0911 0.192 0.338 -0.114
H -1.3505 2.2770 1.5596 0.170 -0.079 -0.110
H -0.0318 1.3359 0.7562 -0.456 0.281 0.127
H 0.3085 -2.1343 -3.3198 -0.682 -0.340 0.094
```
Forces are in eV/Å.

**Charge**: 0
**Energy above the lowest of the compared OMol25 structures with the same formula, charge and spin**: 107.8 kcal per mole
**LUMO energy**: 0.8 eV
**HOMO energy**: -7.84 eV

---

[5]
ORCA calculation (ωB97M-V with the def2-TZVPD basis set) on a structure of composition C9H31MnO9 in a non-equilibrium geometry.

Geometry as XYZ:
```
50
Properties=species:S:1:pos:R:3:forces:R:3
Mn 23.8375 -9.5290 -13.3507 -0.200 0.301 0.055
C 22.0940 -6.9336 -16.0774 0.571 -0.554 -0.438
C 22.7008 -7.7962 -14.9890 1.898 0.298 1.885
O 22.5115 -9.0456 -14.9681 -1.175 -1.109 -1.260
O 23.5032 -7.4072 -14.0604 -0.637 0.958 -0.993
H 22.7939 -6.2712 -16.5868 0.426 0.135 0.668
H 21.2577 -6.3087 -15.7641 -0.112 -0.416 0.045
H 21.8736 -7.6503 -16.8685 -0.833 0.126 0.051
C 20.7185 -11.8359 -16.1156 -0.002 -0.396 -0.385
O 20.2887 -10.5531 -16.4179 -0.622 1.510 -0.479
H 20.2070 -12.1879 -15.2198 0.314 -0.350 0.179
H 20.4278 -12.4429 -16.9730 0.060 -0.331 0.180
H 21.8059 -11.8394 -16.0415 0.084 -0.389 0.332
H 20.8431 -9.9202 -15.9557 0.391 0.076 0.204
C 21.2596 -2.3965 -16.3704 0.406 -0.200 0.644
O 21.0591 -1.3130 -15.4826 -0.611 0.403 -0.117
H 21.1683 -3.3387 -15.8301 0.067 -0.249 -0.011
H 20.4995 -2.4124 -17.1516 0.130 0.410 0.046
H 22.2702 -2.3167 -16.7709 -0.034 -0.254 -0.470
H 21.6612 -1.3839 -14.7382 0.062 -0.160 -0.057
C 25.5011 -5.1718 -18.4011 0.615 -0.023 1.146
O 25.8898 -4.5067 -19.5620 -0.242 0.043 -1.269
H 24.4924 -4.9148 -18.0778 0.009 0.049 0.124
H 25.5750 -6.2577 -18.4590 -0.098 -0.032 -0.640
H 26.2547 -4.8932 -17.6645 -0.383 -0.018 0.739
H 25.3793 -3.6964 -19.6276 0.087 -0.014 -0.090
C 21.2177 -5.0874 -12.8348 0.112 -0.226 0.212
O 22.5789 -4.8004 -12.8280 1.244 0.566 -0.330
H 20.7538 -4.1013 -12.8568 -0.581 -0.357 0.258
H 20.9005 -5.6755 -13.6959 -0.091 0.081 -0.267
H 21.0058 -5.6937 -11.9541 -0.698 0.261 0.198
H 23.1005 -5.5650 -13.0827 -0.004 -0.364 -0.134
C 19.3146 -8.7083 -13.7196 0.548 0.003 -0.498
O 19.3850 -8.5918 -12.3162 -0.348 0.177 0.197
H 18.3071 -8.9447 -14.0618 0.019 -0.344 0.371
H 19.5659 -7.7915 -14.2528 0.102 0.499 0.199
H 20.0483 -9.4350 -14.0684 -0.357 -0.329 -0.107
H 20.2702 -8.8223 -12.0246 -0.015 0.047 -0.049
C 17.3383 -8.6737 -17.1888 1.555 -1.146 -0.397
O 18.5768 -7.9390 -17.1935 -0.703 1.033 -0.040
H 16.4203 -8.0890 -17.2480 0.472 0.466 0.460
H 17.3608 -9.3004 -18.0803 -0.277 -0.173 -0.140
H 17.4025 -9.3611 -16.3453 -0.748 0.096 0.158
H 19.2579 -8.4466 -16.7460 -0.283 -0.361 -0.083
C 25.5056 -12.1297 -15.1226 0.849 -3.766 2.780
O 24.7274 -11.0328 -14.9196 -0.949 2.500 -1.591
H 25.1965 -12.8877 -15.8423 -0.068 0.799 -0.900
H 26.5862 -12.0168 -15.0360 0.000 0.524 -0.611
H 25.2454 -12.6827 -14.2201 0.568 -0.568 0.320
H 24.6978 -10.6104 -15.7812 -0.519 0.767 -0.099
```
Forces are in eV/Å.

**Charge**: 0
**LUMO energy (spin up / spin down)**: -0.1 / -0.5 eV
**HOMO energy (spin up / spin down)**: -6.93 / -9.90 eV
**Multiplicity**: 7